ORCA calculation (ωB97M-V/def2-TZVPD) on a cluster of 2 separate species, C3H2BrClN2 in total at a distorted geometry.

The HOMO energy (alpha / beta) comes out at -9.82 / -9.72 eV. The calculation puts the molar mass at 181.4 g mol⁻¹. As for the energy above the lowest of the compared OMol25 structures with the same formula, charge and spin: 337.20 kJ/mol.

The geometry in XYZ format:
```
9
Properties=species:S:1:pos:R:3:mulliken_charge:R:1
C 0.91186 -0.40082 -0.48733 -0.219
C 1.33414 -0.58026 0.80983 -0.303
C 0.44739 -0.10483 1.69653 0.427
N -0.29258 0.20022 -0.33835 -0.331
N -0.61328 0.33662 1.02778 0.066
Cl 0.51473 0.12161 3.37238 -0.176
Br -2.50996 1.09347 -1.60921 -0.090
H 1.46499 -0.92274 -1.26822 0.373
H -1.37560 0.88884 1.45493 0.252
```